{
  "formula": "C4H10NO6P",
  "method": "ωB97M-V/def2-TZVPD",
  "relative_energy_ev": 5.345,
  "smiles": "COP(=O)(OC)[C@@H](O)C[N+](=O)[O-]",
  "homo_energy_ev": -10.47,
  "total_energy_ha": -1005.87438,
  "species": ["C", "O", "P", "O", "O", "C", "C", "O", "C", "N", "O", "O", "H", "H", "H", "H", "H", "H", "H", "H", "H", "H"],
  "xyz": [[1.435, -2.097, 0.859], [0.590, -0.994, 0.806], [0.691, 0.135, -0.380], [1.157, -0.307, -1.672], [1.522, 1.362, 0.230], [2.664, 1.962, -0.408], [-1.138, 0.669, -0.349], [-1.619, 0.634, -1.652], [-2.047, -0.375, 0.724], [-3.456, -0.353, 0.353], [-3.739, -1.299, -0.329], [-4.214, 0.462, 0.814], [2.115, -2.078, 0.031], [0.647, -2.862, 0.844], [2.000, -1.973, 1.736], [2.510, 2.540, -1.300], [3.525, 1.326, -0.687], [3.110, 2.673, 0.226], [-1.275, 1.697, 0.113], [-1.081, -0.019, -2.143], [-1.946, 0.217, 1.633], [-1.452, -1.321, 0.548]],
  "nbo_charge": [-0.25, -0.82, 2.32, -1.09, -0.81, -0.26, -0.21, -0.69, -0.33, 0.52, -0.37, -0.38, 0.19, 0.20, 0.19, 0.19, 0.19, 0.20, 0.21, 0.49, 0.23, 0.26]
}


{
  "formula": "C31H43CaN5OS5Sb",
  "method": "ωB97M-V/def2-TZVPD",
  "relative_energy_ev": 0.000,
  "homo_energy_ev": -9.63,
  "charge": 1,
  "total_energy_ha": -4464.85051,
  "species": ["Ca", "N", "C", "C", "N", "C", "C", "N", "C", "C", "N", "H", "H", "H", "H", "H", "H", "H", "H", "H", "H", "H", "H", "H", "H", "H", "H", "H", "H", "C", "S", "C", "C", "S", "S", "C", "S", "S", "H", "H", "H", "C", "N", "C", "C", "O", "H", "H", "H", "H", "H", "H", "H", "C", "C", "C", "C", "C", "C", "Sb", "C", "C", "C", "C", "C", "C", "C", "C", "C", "C", "C", "C", "H", "H", "H", "H", "H", "H", "H", "H", "H", "H", "H", "H", "H", "H", "H"],
  "xyz": [[-1.840, -0.891, -0.216], [-0.584, -2.825, 0.849], [-0.378, -2.448, 2.257], [-1.706, -2.107, 2.921], [-2.507, -1.073, 2.229], [-3.947, -1.404, 2.280], [-4.329, -2.580, 1.396], [-3.919, -2.335, -0.002], [-2.298, 0.257, 2.840], [-0.943, 0.866, 2.524], [-0.763, 0.968, 1.063], [-1.088, -3.704, 0.791], [0.313, -2.978, 0.396], [0.303, -1.599, 2.269], [0.083, -3.248, 2.842], [-1.526, -1.811, 3.961], [-2.294, -3.025, 2.964], [-4.496, -0.523, 1.934], [-4.271, -1.593, 3.311], [-5.406, -2.734, 1.489], [-3.846, -3.498, 1.733], [-4.577, -1.678, -0.420], [-4.020, -3.186, -0.544], [-2.439, 0.205, 3.927], [-3.073, 0.920, 2.444], [-0.131, 0.265, 2.932], [-0.882, 1.841, 3.015], [0.189, 1.257, 0.862], [-1.363, 1.723, 0.715], [-3.528, 4.505, -0.406], [-3.333, 3.396, 1.008], [-4.606, 2.228, 0.687], [-4.633, 1.325, -0.317], [-3.426, 1.016, -1.535], [-6.105, 0.382, -0.395], [-6.816, 0.885, 1.113], [-8.165, 0.218, 1.743], [-5.975, 2.240, 1.786], [-2.761, 5.272, -0.301], [-4.509, 4.972, -0.382], [-3.381, 3.956, -1.333], [0.673, -1.619, -4.532], [-0.622, -0.957, -4.569], [-1.007, -0.318, -5.819], [-1.371, -0.844, -3.485], [-1.078, -1.336, -2.380], [0.746, -2.319, -5.364], [0.774, -2.152, -3.592], [1.471, -0.880, -4.618], [-1.069, -1.061, -6.613], [-0.269, 0.435, -6.097], [-1.977, 0.159, -5.702], [-2.299, -0.275, -3.620], [7.447, -1.609, -0.506], [6.966, -0.655, 0.379], [5.598, -0.447, 0.504], [4.703, -1.194, -0.258], [5.194, -2.157, -1.137], [6.562, -2.362, -1.265], [2.603, -0.905, -0.157], [2.587, 0.254, 1.643], [2.522, 1.646, 1.651], [2.474, 2.348, 2.851], [2.506, 1.665, 4.059], [2.591, 0.279, 4.066], [2.624, -0.419, 2.866], [2.450, 0.755, -1.493], [3.566, 1.467, -1.928], [3.417, 2.573, -2.755], [2.151, 2.987, -3.151], [1.031, 2.286, -2.723], [1.187, 1.174, -1.906], [8.514, -1.769, -0.603], [7.655, -0.071, 0.976], [5.234, 0.298, 1.203], [4.513, -2.759, -1.729], [6.934, -3.111, -1.951], [2.515, 2.196, 0.716], [2.422, 3.429, 2.840], [2.476, 2.213, 4.993], [2.634, -0.258, 5.006], [2.694, -1.503, 2.891], [4.561, 1.159, -1.625], [4.292, 3.115, -3.090], [2.039, 3.854, -3.789], [0.039, 2.605, -3.021], [0.305, 0.625, -1.598]],
  "nbo_charge": [1.76, -0.92, -0.23, -0.24, -0.53, -0.24, -0.24, -0.93, -0.23, -0.24, -0.96, 0.37, 0.40, 0.21, 0.20, 0.21, 0.20, 0.22, 0.20, 0.22, 0.19, 0.39, 0.39, 0.20, 0.21, 0.20, 0.21, 0.40, 0.41, -0.73, 0.24, -0.49, -0.37, -0.54, 0.43, -0.60, 0.00, 0.47, 0.23, 0.23, 0.24, -0.43, -0.37, -0.41, 0.55, -0.79, 0.21, 0.24, 0.22, 0.21, 0.21, 0.22, 0.17, -0.18, -0.23, -0.17, -0.38, -0.23, -0.21, 1.04, -0.28, -0.28, -0.21, -0.21, -0.20, -0.28, -0.39, -0.16, -0.22, -0.20, -0.21, -0.25, 0.22, 0.22, 0.21, 0.21, 0.22, 0.23, 0.23, 0.23, 0.22, 0.21, 0.22, 0.22, 0.22, 0.22, 0.20]
}


{
  "formula": "C19H21N3O5S2",
  "method": "ωB97M-V/def2-TZVPD",
  "relative_energy_ev": 0.000,
  "smiles": "CS(=O)(=O)Nc1cccc(C2=NN(C(=O)CCCC(=O)O)[C@H](c3cccs3)C2)c1",
  "homo_energy_ev": -8.45,
  "total_energy_ha": -2073.44282,
  "species": ["C", "S", "O", "O", "N", "C", "C", "C", "C", "C", "C", "N", "N", "C", "O", "C", "C", "C", "C", "O", "O", "C", "C", "C", "C", "C", "S", "C", "C", "H", "H", "H", "H", "H", "H", "H", "H", "H", "H", "H", "H", "H", "H", "H", "H", "H", "H", "H", "H", "H"],
  "xyz": [[-5.225, 1.262, -3.715], [-3.977, 2.249, -2.863], [-4.696, 3.095, -1.892], [-3.117, 2.968, -3.801], [-3.139, 1.041, -1.982], [-1.952, 0.435, -2.398], [-1.716, 0.084, -3.719], [-0.467, -0.500, -4.050], [0.482, -0.801, -3.033], [0.209, -0.503, -1.684], [1.121, -0.850, -0.580], [0.899, -0.373, 0.629], [1.734, -0.973, 1.502], [1.506, -1.078, 2.895], [2.104, -1.886, 3.596], [0.666, -0.035, 3.607], [-0.764, -0.593, 3.941], [-1.729, -0.601, 2.774], [-2.320, 0.768, 2.537], [-2.797, 0.963, 1.435], [-2.346, 1.679, 3.499], [2.818, -1.703, 0.818], [4.091, -0.892, 0.751], [4.321, 0.311, 1.314], [5.670, 0.806, 1.090], [6.421, 0.010, 0.269], [5.537, -1.452, -0.168], [2.150, -1.920, -0.581], [-1.014, 0.139, -1.420], [-4.763, 0.644, -4.464], [-5.748, 0.644, -2.976], [-5.967, 1.926, -4.203], [-3.236, 1.222, -0.969], [-2.436, 0.298, -4.511], [-0.186, -0.767, -5.073], [1.427, -1.264, -3.290], [0.547, 0.869, 3.047], [1.199, 0.233, 4.532], [-1.207, 0.007, 4.730], [-0.729, -1.642, 4.334], [-2.591, -1.225, 2.950], [-1.247, -0.955, 1.880], [-2.907, 2.406, 3.133], [2.964, -2.707, 1.256], [3.642, 0.908, 1.892], [5.954, 1.835, 1.418], [7.456, 0.210, -0.032], [2.857, -1.872, -1.371], [1.682, -2.880, -0.645], [-1.183, 0.463, -0.409]],
  "nbo_charge": [-0.86, 2.24, -0.93, -0.91, -0.86, 0.14, -0.23, -0.19, -0.21, -0.08, 0.22, -0.22, -0.30, 0.69, -0.59, -0.50, -0.39, -0.51, 0.80, -0.65, -0.67, -0.08, -0.16, -0.26, -0.25, -0.39, 0.36, -0.46, -0.17, 0.24, 0.25, 0.26, 0.45, 0.22, 0.22, 0.21, 0.22, 0.25, 0.22, 0.22, 0.24, 0.25, 0.51, 0.25, 0.23, 0.23, 0.25, 0.24, 0.23, 0.23]
}